Entry 1:
4 unconnected molecules or ions with the total composition C2H11NO4 in a non-equilibrium geometry, computed with wB97M-V/def2-TZVPD.

The highest occupied orbital energy comes out at -9.84 eV. As for the total energy: -11932.6263 eV. The HOMO-LUMO gap comes out at 10.47 eV. The molar mass comes out at 113.1 g mol⁻¹. The energy relative to the best compared isomer or geometry (same formula, charge and spin) comes out at 1.131 eV.

Each line ends with the natural charge from an NBO analysis.
Positions of all 18 atoms, in Å:
C -0.85835 0.73513 -1.73913  -0.710
C -2.26017 0.37440 -2.17640  0.670
N -3.20937 0.32823 -1.18665  -0.845
O -2.52934 0.07925 -3.32066  -0.610
H -0.82014 1.73631 -1.32058  0.205
H -0.54380 0.03657 -0.97662  0.232
H -0.17845 0.67347 -2.58453  0.242
H -2.95377 0.44987 -0.23051  0.406
H -4.11761 0.37405 -1.60092  0.409
O 2.56599 -4.77504 2.35942  -0.958
H 3.00770 -5.32239 1.70124  0.480
H 2.25513 -5.23723 3.13471  0.479
O -1.87384 3.14103 0.57798  -0.936
H -1.78483 3.04457 -0.37606  0.464
H -1.85187 4.09590 0.70938  0.473
O 6.32819 0.26488 3.67400  -0.927
H 5.76920 1.01889 3.90400  0.464
H 6.82771 0.64936 2.93936  0.463

Forces on the atoms, in the same order (eV/Å):
-0.121 -0.061 -0.249
0.371 -0.458 0.306
0.930 0.136 -1.300
-0.159 0.341 -0.233
0.095 0.001 0.040
0.205 -0.131 0.314
-0.094 -0.021 -0.006
-0.426 0.334 0.337
-0.686 -0.218 0.729
0.028 1.059 -0.486
-0.259 -0.380 0.657
0.226 -0.679 -0.174
0.022 0.170 -0.124
-0.111 -0.005 0.059
-0.026 -0.089 0.128
0.019 0.714 -0.355
-0.120 -0.295 0.268
0.105 -0.418 0.089

Entry 2:
4 unconnected molecules or ions with the total composition C2H11NO4 in a non-equilibrium geometry, computed with wB97M-V/def2-TZVPD.

The highest occupied orbital energy comes out at -9.65 eV. As for the total energy: -11924.2283 eV. The HOMO-LUMO gap comes out at 4.29 eV. The molar mass comes out at 113.1 g mol⁻¹. The energy relative to the best compared isomer or geometry (same formula, charge and spin) comes out at 9.529 eV.

Each line ends with the natural charge from an NBO analysis.
Positions of all 18 atoms, in Å:
C 0.27524 1.16785 0.07241  -0.595
C 0.43930 -0.03158 0.95594  0.182
N -0.71369 -0.20537 1.82455  -0.535
O 0.57811 -1.21555 0.19191  -0.545
H 1.06966 1.17384 -0.67151  0.300
H -0.66976 1.07328 -0.41666  0.273
H 0.26627 2.13549 0.60582  0.219
H -0.69136 0.45836 2.62097  0.385
H 1.41352 0.07705 1.53715  0.307
H -3.28588 -0.36890 -0.26687  0.467
H -1.59851 -0.22466 1.17731  0.443
O -2.34685 -0.14472 -0.22574  -0.955
H 1.47026 -1.00421 -0.24349  0.509
H 3.49051 -0.40249 -0.98097  0.451
O 2.68882 -0.16697 -0.56265  -0.958
H -0.13603 -1.32092 -1.92256  0.475
H -1.45598 -0.43923 -1.47328  0.490
O -0.79362 -0.56126 -2.22231  -0.913

Forces on the atoms, in the same order (eV/Å):
-0.370 2.730 -0.654
-0.922 -3.775 1.720
1.880 1.567 -1.147
-0.224 1.649 1.527
0.552 -0.347 0.188
-0.502 -0.029 -0.182
0.185 -0.569 0.071
-0.239 -0.480 -0.770
-0.754 0.165 -0.343
0.067 0.000 0.266
-0.567 -0.555 -0.337
0.365 0.127 0.854
1.140 0.265 -1.120
1.356 -0.447 -0.743
-1.912 -0.078 1.060
-2.302 2.461 -0.854
0.085 -0.445 -0.238
2.162 -2.240 0.701

Entry 3:
4 unconnected molecules or ions with the total composition C2H11NO5 in a non-equilibrium geometry, computed with wB97M-V/def2-TZVPD.

The highest occupied orbital energy comes out at -9.44 eV. As for the total energy: -13980.3856 eV. The HOMO-LUMO gap comes out at 9.64 eV. The molar mass comes out at 129.1 g mol⁻¹. The energy relative to the best compared isomer or geometry (same formula, charge and spin) comes out at 0.492 eV.

Each line ends with the natural charge from an NBO analysis.
Positions of all 19 atoms, in Å:
N -0.04241 1.08549 1.70166  -0.830
C 1.28784 0.60703 1.32562  -0.341
C 1.60719 0.71293 -0.14462  0.790
O 0.96772 1.30423 -0.97358  -0.617
O 2.73853 0.03777 -0.43802  -0.691
H -0.70902 0.90076 0.95200  0.397
H 0.03387 2.08581 1.85390  0.352
H 1.37029 -0.42908 1.62995  0.216
H 2.02843 1.19547 1.86999  0.221
H 2.83477 -0.04472 -1.39779  0.489
O -2.40006 -2.06473 -0.14340  -0.965
H -2.07385 -1.85658 0.73467  0.465
H -1.73953 -1.76768 -0.78352  0.492
O -2.22684 0.98462 -0.18781  -0.947
H -3.14178 1.27904 -0.23558  0.481
H -1.76674 1.52045 -0.84585  0.481
O 0.08647 -1.78774 -1.41202  -0.948
H 0.37425 -1.30249 -2.19690  0.477
H 0.77089 -2.46056 -1.30870  0.480

Forces on the atoms, in the same order (eV/Å):
0.818 0.072 -0.170
-0.876 0.408 0.328
0.093 -0.039 -0.117
-0.102 -0.092 -0.084
0.082 -0.352 0.021
0.035 0.237 0.431
-0.450 -0.110 -0.176
0.364 -0.275 -0.065
0.193 -0.238 0.011
-0.028 0.366 0.048
-0.487 -0.367 -0.135
0.180 0.200 -0.144
0.071 -0.021 0.465
-0.099 0.320 -0.401
-0.041 -0.158 0.083
0.094 -0.056 0.028
0.617 0.088 -0.413
-0.226 0.096 0.134
-0.239 -0.079 0.157

Entry 4:
4 unconnected molecules or ions with the total composition C2H11O4 in a non-equilibrium geometry, computed with wB97M-V/def2-TZVPD.

Its total charge is -1. The highest occupied orbital energy comes out at -4.44 eV. As for the total energy: -10442.8331 eV. The HOMO-LUMO gap comes out at 8.47 eV. The molar mass comes out at 99.1 g mol⁻¹. The energy relative to the best compared isomer or geometry (same formula, charge and spin) comes out at 1.056 eV.

Each line ends with the natural charge from an NBO analysis.
Positions of all 17 atoms, in Å:
C -0.79468 -0.34772 -0.55988  -0.032
O 0.11486 -0.47102 0.46196  -0.927
C -0.23391 0.22852 -1.93414  -0.640
H -1.18928 -1.37192 -0.75236  0.131
H -1.62762 0.46138 -0.30990  0.107
H -1.14327 0.38401 -2.69932  0.164
H 0.44709 1.10679 -1.89525  0.198
H 0.25452 -0.58575 -2.49069  0.189
H 1.35113 -2.53723 -1.11941  0.443
H 1.21064 -1.35154 0.08917  0.508
O 1.78622 -2.00481 -0.42660  -1.052
H 1.22663 2.30179 0.80304  0.460
H 0.50482 0.88697 1.20680  0.510
O 0.97211 1.74052 1.53087  -1.049
H -0.34901 0.96545 2.84989  0.490
H -1.31667 0.09374 2.21763  0.475
O -1.21358 0.50082 3.02819  -0.974

Forces on the atoms, in the same order (eV/Å):
-0.109 1.794 -0.125
-0.658 1.146 0.505
-1.719 -1.100 -1.613
-0.577 0.661 -0.318
0.885 -1.771 -0.116
1.602 0.337 1.786
-0.678 -0.515 0.210
0.561 0.246 0.412
-0.120 0.912 0.964
-1.093 -0.135 -0.716
1.643 -1.425 -0.786
-0.164 -0.253 -0.381
0.839 0.299 -1.050
-0.340 -0.212 1.037
-1.222 -0.347 0.577
-0.443 -1.794 -2.885
1.593 2.157 2.500

Entry 5:
A molecular structure, C2H12BeF6NO10S2 in a non-equilibrium geometry, computed with wB97M-V/def2-TZVPD.

Its total charge is +1. The highest occupied orbital energy comes out at -13.68 eV. As for the total energy: -62594.4357 eV. The HOMO-LUMO gap comes out at 9.84 eV. The molar mass comes out at 397.2 g mol⁻¹. The energy relative to the best compared isomer or geometry (same formula, charge and spin) comes out at 7.937 eV.

Each line ends with the natural charge from an NBO analysis.
Positions of all 34 atoms, in Å:
Be 18.55742 1.33744 27.97516  1.673
C 15.67061 0.29067 26.23195  0.765
F 15.52141 -0.22080 27.43356  -0.292
F 15.02386 -0.45846 25.35044  -0.275
F 15.10916 1.52975 26.18375  -0.298
S 17.54313 0.24161 25.74586  2.117
O 18.02943 -0.93060 26.40992  -0.923
O 17.56162 0.13479 24.30046  -0.811
N 18.16932 1.66714 26.64965  -1.376
S 17.97581 2.95750 25.68714  2.155
O 16.83151 2.94151 24.76910  -0.846
O 18.18931 4.15940 26.53465  -0.900
C 19.56339 2.85461 24.53233  0.758
F 20.59110 2.13039 25.15313  -0.352
F 19.28731 2.28242 23.39342  -0.270
F 20.03883 4.09490 24.28871  -0.293
O 19.41549 0.06762 28.70307  -0.969
H 20.27253 0.02466 29.12720  0.492
H 19.10616 -0.83818 28.69479  0.526
O 17.34183 0.21717 28.38744  -1.007
H 16.89979 0.17567 29.23545  0.495
H 16.84272 -0.37726 27.82729  0.508
O 20.00775 0.65293 27.02793  -1.022
H 20.72862 0.13727 26.66645  0.508
H 19.61799 1.08595 26.26844  0.493
O 17.22141 2.36875 28.27962  -1.013
H 17.38351 2.40641 29.22224  0.492
H 16.54342 3.02680 28.12622  0.528
O 18.46295 1.65259 29.77575  -0.963
H 18.02357 1.53362 30.61779  0.521
H 19.36726 1.86675 30.00507  0.514
O 19.79945 2.54996 28.25099  -0.975
H 20.48541 2.83445 27.64703  0.537
H 19.82468 3.19059 28.96176  0.503

Forces on the atoms, in the same order (eV/Å):
1.295 -1.360 5.399
-0.891 1.786 -2.655
-3.793 -0.903 -0.695
0.517 0.024 0.426
0.904 -1.414 0.590
-0.966 -0.801 -1.918
-0.027 -0.117 0.134
0.230 1.549 1.895
-4.395 -0.776 -13.403
-0.276 4.048 -0.531
2.393 -0.519 1.862
-0.184 -2.643 -1.882
0.754 0.948 0.066
-1.166 1.379 -1.049
-0.107 -0.182 0.187
-0.599 -1.199 0.613
1.741 -5.037 6.497
0.545 0.176 -0.180
-0.329 -0.162 -0.148
-0.657 -2.477 1.883
-0.078 0.232 0.100
1.206 -0.559 0.798
4.584 0.115 -6.370
0.431 -0.516 0.126
1.491 -0.219 -0.555
-4.506 4.610 2.384
-0.952 1.157 -0.056
-0.065 0.467 -0.946
1.460 0.925 6.156
-0.218 -0.421 0.622
0.226 -0.295 0.541
1.539 1.569 0.819
0.226 -0.215 -0.567
-0.333 0.827 -0.144

Entry 6:
A molecular structure, C2H12HfO11 in a non-equilibrium geometry, computed with wB97M-V/def2-TZVPD.

Its total charge is +2. The highest occupied orbital energy comes out at -18.09 eV. As for the total energy: -26087.9281 eV. The HOMO-LUMO gap comes out at 11.71 eV. The molar mass comes out at 390.6 g mol⁻¹. The energy relative to the best compared isomer or geometry (same formula, charge and spin) comes out at 0.524 eV.

Each line ends with the natural charge from an NBO analysis.
Positions of all 26 atoms, in Å:
Hf 0.14850 -0.11962 0.23527  2.379
C -0.97450 -2.16362 -0.88373  1.034
O 0.17250 -2.14662 -0.50573  -0.742
O -1.63750 -3.02462 -1.63473  -0.621
O -1.43150 -1.07362 -0.56973  -0.772
H -1.19150 -3.89662 -1.81573  0.544
C 1.10650 2.08438 1.05227  1.029
O 0.80950 1.76338 -0.07473  -0.738
O 1.25650 3.27438 1.51227  -0.609
O 1.05950 1.05938 1.75927  -0.759
H 1.04450 4.00938 0.97627  0.536
O -1.64650 1.48238 -1.46573  -0.958
H -1.40350 1.98338 -2.24673  0.513
H -2.56650 1.43838 -1.30073  0.498
O 0.86750 0.01838 -1.92773  -0.938
H 1.68350 0.41738 -2.25573  0.535
H 0.39050 -0.29662 -2.73673  0.543
O 0.15250 -1.38262 1.96027  -0.938
H 0.24550 -2.35562 2.06127  0.557
H 0.14150 -0.98762 2.87127  0.554
O 2.11850 -0.72962 0.25527  -0.914
H 2.61150 -1.01162 -0.50373  0.541
H 2.61150 -0.99362 1.05827  0.556
O -1.50350 0.69438 1.30827  -0.936
H -1.61650 1.47238 1.87927  0.550
H -2.44850 0.48438 0.99227  0.556

Forces on the atoms, in the same order (eV/Å):
-0.338 0.024 -1.338
-1.156 -1.591 -2.117
6.403 -4.666 0.515
0.708 -0.169 0.740
-7.665 3.625 -0.323
-0.180 1.169 0.418
-0.469 0.464 2.295
-0.338 2.886 -7.202
0.887 -1.296 2.144
0.881 -0.868 5.004
-0.271 1.194 -1.615
2.187 -0.497 0.598
-0.600 0.254 -0.058
-1.485 0.267 -0.548
-0.414 -0.528 -1.519
-0.025 0.322 0.083
0.394 0.254 0.962
0.071 -0.841 2.385
-0.124 0.658 -0.255
0.022 -0.404 -0.918
2.393 -0.436 1.170
0.509 -0.565 -0.757
-0.168 0.325 -0.409
-3.477 0.401 0.153
0.349 -0.108 0.044
1.903 0.124 0.546